Entry 1
# C4H8N4

A molecular structure, C4H8N4 (wB97M-V/def2-TZVPD, the Open Molecules 2025 dataset).

```
16
C4H8N4 (wB97M-V/def2-TZVPD)
C 0.552 -1.303 -0.459
C 1.527 -0.305 -0.467
C 1.014 1.014 -0.087
C -0.480 0.736 0.032
H -2.788 -0.308 -0.024
H -1.985 -0.652 1.124
H 0.858 -1.755 0.503
H 0.575 -1.872 -1.480
H 2.450 -0.372 -0.990
H 2.556 0.662 0.811
H 1.277 1.902 -0.389
H -1.200 2.454 -0.099
N -1.890 -1.170 0.327
N -0.647 -0.561 0.009
N 1.649 0.139 0.908
N -1.602 1.463 -0.324
```

Multiplicity: 1
Lowest unoccupied orbital energy: 0.7154 eV
Gap between HOMO and LUMO: 8.99 eV

Computed natural (NBO) charges, given in elementary charges: -0.251, -0.103, -0.151, 0.422, 0.368, 0.338, 0.243, 0.223, 0.220, 0.344, 0.211, 0.326, -0.602, -0.272, -0.540, -0.774

=====

Entry 2
# C4H8N4

C4H8N4 in the gas phase (wB97M-V/def2-TZVPD, the Open Molecules 2025 dataset).

```
16
C4H8N4 (wB97M-V/def2-TZVPD)
C -1.603 -1.653 1.131
C -0.675 -0.645 0.515
C -0.830 0.202 -0.543
C 1.360 0.368 0.188
H -1.987 -1.365 2.147
H -2.579 -1.794 0.614
H -1.109 -2.642 1.265
H -1.585 0.349 -1.286
H 0.270 2.645 -1.532
H 0.503 1.448 -2.594
H 2.718 1.458 -0.399
H 1.171 -1.162 1.593
N 0.367 0.864 -0.690
N 0.779 1.766 -1.676
N 2.546 0.713 0.313
N 0.655 -0.551 0.952
```

Multiplicity: 1
Lowest unoccupied orbital energy: 0.7970 eV
Gap between HOMO and LUMO: 7.89 eV
Structure (SMILES): [H]/N=c1/[nH]c(C)cn1N

Computed natural (NBO) charges, given in elementary charges: -0.647, 0.120, -0.123, 0.550, 0.221, 0.233, 0.219, 0.219, 0.352, 0.352, 0.359, 0.425, -0.280, -0.628, -0.780, -0.591

=====

Most stable: entry 2

=====

Entry 1
# C4H8N4

C4H8N4 in the gas phase (wB97M-V/def2-TZVPD, the Open Molecules 2025 dataset).

```
16
C4H8N4 (wB97M-V/def2-TZVPD)
C -0.193 -0.251 -0.733
C -0.270 -1.714 -0.893
C 0.190 -1.220 0.422
C 0.703 0.879 -0.138
H -1.873 0.590 -1.637
H -1.586 1.263 -0.362
H 0.391 -2.265 -1.614
H -1.366 -1.935 -0.989
H 1.235 -1.234 0.495
H -1.285 -0.352 1.465
H 1.074 0.810 2.060
H 1.332 1.872 -1.696
N -1.577 0.219 -0.702
N -0.287 -0.565 1.616
N 0.404 0.705 1.275
N 1.389 1.797 -0.714
```

Multiplicity: 1
Lowest unoccupied orbital energy: 0.9177 eV
Gap between HOMO and LUMO: 8.94 eV
Structure (SMILES): [H]/N=C1/NN[C@H]2C[C@]12N

Computed natural (NBO) charges, given in elementary charges: -0.083, -0.381, -0.068, 0.443, 0.376, 0.363, 0.239, 0.260, 0.193, 0.369, 0.407, 0.362, -0.858, -0.415, -0.524, -0.684

=====

Entry 2
# C4H8N4

C4H8N4 in the gas phase (wB97M-V/def2-TZVPD, the Open Molecules 2025 dataset).

```
16
C4H8N4 (wB97M-V/def2-TZVPD)
C 0.275 0.788 -3.082
C -0.024 -0.164 0.319
C -0.313 0.844 1.137
C 0.024 -1.435 1.127
H -0.501 1.441 -3.483
H 0.144 -0.226 -3.440
H 1.227 1.187 -3.468
H -0.528 1.870 0.848
H -1.233 0.664 2.931
H 0.863 -1.003 2.944
H -0.811 -2.113 0.885
H 0.946 -2.004 0.971
N 0.290 0.874 -1.627
N 0.051 -0.223 -1.085
N -0.346 0.455 2.485
N -0.065 -0.955 2.541
```

Multiplicity: 1
Lowest unoccupied orbital energy: 0.5526 eV
Gap between HOMO and LUMO: 8.63 eV
Structure (SMILES): C/N=N/C1=CNNC1

Computed natural (NBO) charges, given in elementary charges: -0.460, -0.010, 0.002, -0.255, 0.210, 0.198, 0.208, 0.226, 0.364, 0.349, 0.191, 0.200, -0.153, -0.170, -0.451, -0.449

=====

Entry 3
# C4H8N4

C4H8N4 in the gas phase (wB97M-V/def2-TZVPD, the Open Molecules 2025 dataset).

```
16
C4H8N4 (wB97M-V/def2-TZVPD)
C 1.660 0.079 -0.322
C -0.438 1.393 -0.435
C -1.275 -0.882 0.187
C -2.531 -0.189 0.273
H 2.379 0.626 1.662
H 3.499 -0.549 0.876
H 1.425 -0.450 -2.011
H -0.590 2.508 -0.556
H -0.501 -1.105 0.991
H -1.391 -1.777 -0.531
H -3.411 -0.526 -0.255
H -2.711 0.291 1.123
N 2.582 -0.024 0.756
N 1.745 -1.005 -1.045
N 0.895 1.312 -0.242
N -1.336 0.297 -0.471
```

Multiplicity: 1
Lowest unoccupied orbital energy: 0.6925 eV
Gap between HOMO and LUMO: 9.20 eV
Structure (SMILES): [H]/N=C(N)\N=C/N1CC1

Computed natural (NBO) charges, given in elementary charges: 0.533, 0.311, -0.220, -0.207, 0.373, 0.420, 0.313, 0.228, 0.227, 0.202, 0.209, 0.191, -0.866, -0.723, -0.568, -0.421

=====

Most stable: entry 2

=====

Entry 1
# C4H8N4

C4H8N4 in the gas phase (wB97M-V/def2-TZVPD, the Open Molecules 2025 dataset).

```
16
C4H8N4 (wB97M-V/def2-TZVPD)
C -0.424 -0.360 1.370
C -0.180 0.834 -0.797
C 0.889 -1.174 -0.678
C -0.152 -0.553 -0.116
H -1.466 -0.994 1.877
H 0.310 -0.160 2.113
H -2.045 0.986 1.769
H -0.379 2.426 0.161
H 2.186 -0.256 -2.108
H 1.738 -0.954 0.111
H 0.988 -2.217 -1.123
H -1.140 -1.097 -0.270
N -0.997 1.117 1.452
N -1.092 1.733 -0.012
N 0.704 1.007 -1.791
N 1.059 -0.338 -1.955
```

Multiplicity: 1
Lowest unoccupied orbital energy: 0.7273 eV
Gap between HOMO and LUMO: 9.11 eV
Structure (SMILES): C1NN=C2NNC[C@H]12

Computed natural (NBO) charges, given in elementary charges: -0.206, 0.365, -0.242, -0.403, 0.184, 0.219, 0.353, 0.372, 0.345, 0.170, 0.241, 0.240, -0.486, -0.456, -0.251, -0.444

=====

Entry 2
# C4H8N4

C4H8N4 in the gas phase (wB97M-V/def2-TZVPD, the Open Molecules 2025 dataset).

```
16
C4H8N4 (wB97M-V/def2-TZVPD)
C -0.418 -1.641 0.055
C -0.746 1.534 0.221
C 2.018 -0.433 -0.029
C 0.658 -0.812 0.590
H -1.018 -2.306 0.779
H -0.007 -2.259 -0.851
H -2.516 -1.140 -0.266
H -1.075 2.440 0.638
H 0.867 2.119 -0.952
H 2.806 -1.078 -0.617
H 2.545 0.122 0.756
H 0.625 -0.166 1.550
N -1.532 -0.742 -0.361
N -1.591 0.541 0.074
N 0.628 1.546 -0.076
N 0.882 0.137 -0.502
```

Multiplicity: 1
Lowest unoccupied orbital energy: 1.1863 eV
Gap between HOMO and LUMO: 8.74 eV
Structure (SMILES): C1=NNC[C@H]2CN2N1

Computed natural (NBO) charges, given in elementary charges: -0.250, 0.140, -0.217, -0.145, 0.205, 0.215, 0.373, 0.185, 0.381, 0.208, 0.196, 0.222, -0.436, -0.284, -0.508, -0.283

=====

Most stable: entry 2

=====

Entry 1
# CH3O3P

2 unconnected molecules or ions with the total composition CH3O3P (wB97M-V/def2-TZVPD, the Open Molecules 2025 dataset).

```
8
CH3O3P (wB97M-V/def2-TZVPD)
C -1.358 0.067 0.061
O 3.626 0.277 -0.362
O -0.539 -1.012 0.438
O 0.586 -1.098 -0.313
P 2.415 0.742 0.235
H -1.435 0.155 -1.026
H -0.960 1.007 0.469
H -2.336 -0.138 0.496
```

Multiplicity: 1
Lowest unoccupied orbital energy (spin up / spin down): -1.2791 / -1.4753 eV
Gap between HOMO and LUMO (spin up / spin down): 8.29 / 6.18 eV

Computed natural (NBO) charges, given in elementary charges: -0.272, -0.944, -0.240, -0.343, 1.248, 0.189, 0.164, 0.198

=====

Entry 2
# CH3O3P

CH3O3P in the gas phase (wB97M-V/def2-TZVPD, the Open Molecules 2025 dataset).

```
8
CH3O3P (wB97M-V/def2-TZVPD)
C -1.337 -0.146 0.052
O 3.171 0.768 -0.252
O -0.197 -0.850 -0.304
O 1.033 0.092 -0.539
P 2.306 -0.203 0.433
H -2.167 -0.785 0.345
H -1.554 0.603 -0.645
H -1.254 0.523 0.909
```

Multiplicity: 1
Lowest unoccupied orbital energy: -0.4318 eV
Gap between HOMO and LUMO: 10.33 eV
Structure (SMILES): COOP=O

Computed natural (NBO) charges, given in elementary charges: -0.282, -0.981, -0.270, -0.567, 1.525, 0.220, 0.183, 0.172

=====

Entry 3
# CH3O3P

A molecular structure, CH3O3P (wB97M-V/def2-TZVPD, the Open Molecules 2025 dataset).

```
8
CH3O3P (wB97M-V/def2-TZVPD)
C -1.367 -0.065 -0.088
O 3.129 0.887 -0.052
O -0.381 -0.899 0.396
O 0.963 0.040 0.207
P 2.539 -0.422 0.040
H -2.334 -0.567 0.037
H -1.043 0.317 -1.170
H -1.507 0.708 0.630
```

Multiplicity: 1
Lowest unoccupied orbital energy: -0.6993 eV
Gap between HOMO and LUMO: 10.13 eV

Computed natural (NBO) charges, given in elementary charges: -0.284, -0.987, -0.227, -0.647, 1.541, 0.222, 0.199, 0.184

=====

Most stable: entry 2

=====

Entry 1
# C2H2N2OS

C2H2N2OS in the gas phase (wB97M-V/def2-TZVPD, the Open Molecules 2025 dataset).

```
8
C2H2N2OS (wB97M-V/def2-TZVPD)
C 1.307 -0.669 0.143
C 0.701 0.679 -0.139
N 1.778 -1.689 0.371
N -0.625 0.517 -0.311
O 1.240 1.772 -0.091
S -1.571 -0.936 -0.389
H -1.690 -1.140 0.839
H -1.140 1.465 -0.422
```

Multiplicity: 1
Lowest unoccupied orbital energy: 0.2271 eV
Gap between HOMO and LUMO: 10.85 eV
Structure (SMILES): N#CC(=O)NS

Computed natural (NBO) charges, given in elementary charges: 0.158, 0.591, -0.247, -0.749, -0.531, 0.256, 0.091, 0.431

=====

Entry 2
# C2H2N2OS

C2H2N2OS in the gas phase (wB97M-V/def2-TZVPD, the Open Molecules 2025 dataset).

```
8
C2H2N2OS (wB97M-V/def2-TZVPD)
C -0.780 -0.421 -1.069
C 0.786 0.373 1.021
H -1.251 -0.841 -1.955
H 1.595 0.631 1.712
N 0.470 -0.196 -1.325
N -0.354 0.038 1.494
O 1.184 0.414 -0.248
S -1.650 0.002 0.370
```

Multiplicity: 1
Lowest unoccupied orbital energy: 0.1762 eV
Gap between HOMO and LUMO: 9.02 eV
Structure (SMILES): C1=NOC=NS1

Computed natural (NBO) charges, given in elementary charges: -0.164, 0.414, 0.234, 0.190, -0.107, -0.636, -0.383, 0.453

=====

Most stable: entry 1